[1]
Below is a 2-piece molecular cluster, C3H10N2O overall, with properties calculated with wB97M-V/def2-TZVPD.

The HOMO energy (spin up / spin down) is 0.0457 / -0.1352 hartree. The HOMO-LUMO gap (spin up / spin down) comes out at 2.9 / 7.8 eV. The calculation puts the max |F| at 0.01771 Eh/bohr. As for the spin multiplicity: 2. As for the total charge: -1. The energy comes out at -8299.2020 eV.

Positions of all 16 atoms, in Å:
C: -0.374 2.130 0.841
C: -0.556 0.722 0.332
C: -0.146 0.331 -0.866
N: -0.297 -0.975 -1.356
N: -1.296 -0.192 1.131
H: -0.968 2.868 0.282
H: 0.662 2.473 0.803
H: -0.705 2.242 1.868
H: 0.487 0.993 -1.435
H: -0.180 -1.015 -2.355
H: -1.066 -1.483 -0.947
H: -1.829 0.293 1.842
H: -0.741 -0.923 1.563
H: 2.126 -2.629 -1.306
H: 2.243 -2.085 0.094
O: 2.638 -2.751 -0.493

Forces on atoms 1 to 6 (eV/Å):
C -0.105 0.358 -0.196
C -0.208 0.441 0.063
C 0.402 -0.485 0.201
N 0.628 0.623 0.216
N -0.571 -0.082 0.202
H 0.050 -0.182 -0.084

Results of the Löwdin charge analysis, in e, for atoms 1 through 6: -0.18 -0.50 -0.40 0.00 0.01 0.05

---

[2]
Below is a 2-piece molecular cluster, C3H10N2O overall at a distorted geometry, with properties calculated with wB97M-V/def2-TZVPD.

The HOMO energy is -0.3225 hartree. The HOMO-LUMO gap comes out at 9.5 eV. The calculation puts the max |F| at 0.09640 Eh/bohr. The energy comes out at -8299.9353 eV. The SMILES is CC(N)=O.CN.

Positions of all 16 atoms, in Å:
C: -1.723 1.347 -0.029
C: -1.473 -0.107 0.106
N: -2.394 -0.978 -0.423
O: -0.487 -0.492 0.745
H: -1.179 1.921 0.781
H: -2.822 1.568 0.068
H: -1.297 1.814 -0.991
H: -2.280 -2.010 -0.057
H: -3.337 -0.697 -0.751
C: 3.309 -0.515 -0.063
N: 2.413 0.718 -0.245
H: 4.313 -0.277 -0.026
H: 2.843 -1.056 0.758
H: 3.157 -1.111 -1.020
H: 1.537 0.145 -0.768
H: 2.151 1.109 0.638

Forces on atoms 1 to 6 (eV/Å):
C -0.124 2.558 -0.458
C 1.024 -0.735 1.248
N -0.236 -2.525 0.864
O -1.160 -0.112 -1.013
H -0.667 -0.972 -0.771
H 1.061 -0.029 -0.348

Results of the Löwdin charge analysis, in e, for atoms 1 through 6: -0.04 -0.63 0.11 -0.01 0.10 0.08

---

[3]
Below is a 2-piece molecular cluster, C3H10N2O overall at a distorted geometry, with properties calculated with wB97M-V/def2-TZVPD.

The HOMO energy is -0.3379 hartree. The HOMO-LUMO gap comes out at 10.1 eV. The calculation puts the max |F| at 0.02724 Eh/bohr. The energy comes out at -8300.4470 eV. The SMILES is NC=O.CNC.

Positions of all 16 atoms, in Å:
N: -1.862 -1.072 -0.297
C: -0.830 -1.735 -0.934
O: -0.856 -2.043 -2.092
H: -1.873 -1.122 0.709
H: -2.784 -1.224 -0.683
H: 0.003 -1.881 -0.224
C: 1.517 1.810 -0.136
N: 0.553 1.458 0.910
C: 1.261 1.103 2.143
H: 1.100 2.574 -0.796
H: 1.762 0.914 -0.717
H: 2.481 2.157 0.280
H: 0.095 2.328 1.152
H: 1.770 1.964 2.586
H: 0.566 0.647 2.856
H: 2.017 0.351 1.940

Forces on atoms 1 to 6 (eV/Å):
N -0.198 -0.662 0.023
C -0.788 0.760 0.873
O 0.316 -0.307 -0.324
H 0.259 0.170 0.074
H 0.114 0.201 -0.305
H 0.286 -0.118 -0.370

Results of the Löwdin charge analysis, in e, for atoms 1 through 6: 0.10 -0.43 0.02 0.08 0.09 0.12

---

[4]
Below is a 2-piece molecular cluster, C3H10N2O overall at a distorted geometry, with properties calculated with wB97M-V/def2-TZVPD.

The HOMO energy is -0.3000 hartree. The HOMO-LUMO gap comes out at 9.2 eV. The calculation puts the max |F| at 0.08425 Eh/bohr. The energy comes out at -8298.3994 eV. The SMILES is C=CN.NCO.

Positions of all 16 atoms, in Å:
C: -0.252 1.863 0.894
C: -1.247 0.936 1.162
N: -2.578 1.024 1.611
H: 0.759 1.524 0.490
H: -0.184 3.009 0.970
H: -1.030 -0.115 0.883
H: -2.909 0.308 2.308
H: -2.772 2.019 1.649
N: 0.607 -1.431 -1.970
C: 1.478 -1.658 -0.831
O: 2.153 -0.373 -0.392
H: 0.555 -2.074 -2.753
H: -0.093 -0.745 -1.957
H: 2.391 -2.246 -0.962
H: 0.960 -1.946 0.150
H: 2.160 -0.095 -1.252

Forces on atoms 1 to 6 (eV/Å):
C 0.175 -0.040 -0.187
C 1.703 -0.274 -0.736
N 1.041 0.381 -0.293
H -1.807 -0.144 0.534
H -1.055 -1.849 0.334
H 0.360 0.670 0.386

Results of the Löwdin charge analysis, in e, for atoms 1 through 6: -0.04 -0.32 0.00 0.03 0.06 0.09

---

[5]
Below is the molecule C3H10N2O at a distorted geometry, with properties calculated with wB97M-V/def2-TZVPD.

The HOMO energy is -0.3053 hartree. The HOMO-LUMO gap comes out at 9.4 eV. The calculation puts the max |F| at 0.04034 Eh/bohr. The energy comes out at -8299.5636 eV. The SMILES is NCCNCO.

Positions of all 16 atoms, in Å:
N: -1.466 0.054 -1.457
C: -1.426 0.581 -0.054
C: -0.612 -0.481 0.710
N: 0.746 -0.628 0.267
C: 1.743 0.377 0.485
O: 2.988 -0.010 -0.083
H: -2.400 0.297 -1.848
H: -1.677 -0.923 -1.277
H: -2.400 0.615 0.449
H: -0.824 1.466 0.063
H: -0.606 -0.320 1.781
H: -1.268 -1.383 0.707
H: 1.001 -1.340 -0.396
H: 1.440 1.350 0.123
H: 1.877 0.479 1.569
H: 2.884 -0.135 -1.037

Forces on atoms 1 to 6 (eV/Å):
N -1.946 0.512 0.504
C 0.838 -1.643 0.228
C -0.600 -0.160 0.350
N -0.211 -1.297 -0.376
C 0.167 -0.387 0.437
O -0.493 -0.006 0.235

Results of the Löwdin charge analysis, in e, for atoms 1 through 6: -0.02 -0.26 -0.26 -0.07 -0.30 -0.05

---

[6]
Below is a 2-piece molecular cluster, C3H10N2O overall at a distorted geometry, with properties calculated with wB97M-V/def2-TZVPD.

The HOMO energy is -0.3555 hartree. The HOMO-LUMO gap comes out at 10.6 eV. The calculation puts the max |F| at 0.03587 Eh/bohr. The energy comes out at -8300.8074 eV. The SMILES is NC=O.CCN.

Positions of all 16 atoms, in Å:
N: 0.470 -0.721 1.418
C: 1.625 -0.607 2.143
O: 2.587 0.047 1.817
H: 0.374 -0.098 0.637
H: -0.125 -1.529 1.444
H: 1.560 -1.232 3.027
C: -2.577 0.065 -1.239
C: -1.438 0.600 -2.136
N: -0.121 0.555 -1.531
H: -2.584 0.555 -0.262
H: -3.576 0.179 -1.644
H: -2.259 -0.942 -0.974
H: -1.456 -0.043 -3.037
H: -1.682 1.589 -2.558
H: 0.638 0.700 -2.188
H: -0.040 1.307 -0.832

Forces on atoms 1 to 6 (eV/Å):
N 0.350 0.734 0.133
C -0.593 -0.749 -0.859
O -0.191 0.363 0.311
H -0.004 -0.332 -0.564
H 0.042 0.081 0.333
H 0.418 -0.261 0.635

Results of the Löwdin charge analysis, in e, for atoms 1 through 6: 0.12 -0.42 0.01 0.04 0.09 0.11

---

[7]
Below is a 2-piece molecular cluster, C3H10N2O overall at a distorted geometry, with properties calculated with wB97M-V/def2-TZVPD.

The HOMO energy is -0.3366 hartree. The HOMO-LUMO gap comes out at 9.9 eV. The calculation puts the max |F| at 0.11126 Eh/bohr. The energy comes out at -8298.4965 eV. The SMILES is C=CN.NCO.

Positions of all 16 atoms, in Å:
C: 1.169 -1.219 -2.095
C: 1.016 -0.776 -0.780
N: 1.498 0.557 -0.290
H: 0.790 -2.086 -2.524
H: 1.144 -0.500 -2.799
H: 0.853 -1.353 0.117
H: 2.317 0.425 0.240
H: 1.834 1.011 -1.081
N: -1.628 -0.563 1.102
C: -1.581 0.933 1.573
O: -0.709 1.748 0.849
H: -2.265 -0.720 0.245
H: -0.673 -0.808 0.855
H: -2.575 1.248 1.411
H: -1.328 0.850 2.594
H: 0.137 1.253 0.581

Forces on atoms 1 to 6 (eV/Å):
C -1.598 0.899 5.419
C 2.637 0.137 -1.569
N -2.140 -2.360 -0.923
H -0.460 -1.991 0.198
H 0.961 2.806 -2.379
H -0.185 -0.847 -0.448

Results of the Löwdin charge analysis, in e, for atoms 1 through 6: 0.04 -0.17 0.02 0.03 0.01 0.08

---

[8]
Below is a 2-piece molecular cluster, C3H10N2O overall at a distorted geometry, with properties calculated with wB97M-V/def2-TZVPD.

The HOMO energy is -0.2737 hartree. The HOMO-LUMO gap comes out at 8.4 eV. The calculation puts the max |F| at 0.03830 Eh/bohr. The energy comes out at -8299.7042 eV. The SMILES is C/C(N)=C/N.O.

Positions of all 16 atoms, in Å:
C: 0.461 -1.899 1.222
C: -0.231 -0.594 1.334
N: -0.067 0.127 2.586
C: -1.171 -0.234 0.439
N: -1.809 1.013 0.280
H: 1.292 -1.887 1.941
H: 0.945 -2.095 0.267
H: -0.127 -2.791 1.469
H: 0.890 0.465 2.638
H: -0.787 0.829 2.653
H: -1.567 -1.122 -0.053
H: -1.778 1.440 -0.623
H: -1.375 1.605 0.979
O: 1.445 1.685 -4.891
H: 1.805 1.055 -5.508
H: 2.073 2.402 -4.734

Forces on atoms 1 to 6 (eV/Å):
C 1.030 -0.827 0.740
C -1.684 0.856 0.556
N 0.709 -0.793 -1.614
C 0.525 -1.095 -0.258
N -0.021 -0.468 1.882
H -0.154 -0.124 -0.003

Results of the Löwdin charge analysis, in e, for atoms 1 through 6: -0.09 -0.41 0.07 -0.20 0.03 0.07